[1]
{"formula": "C26H60F6Na3O18S2", "method": "ωB97M-V/def2-TZVPD", "symbols": ["Na", "Na", "Na", "C", "F", "F", "F", "S", "O", "O", "O", "C", "F", "F", "F", "S", "O", "O", "O", "C", "O", "C", "C", "O", "C", "H", "H", "H", "H", "H", "H", "H", "H", "H", "H", "C", "O", "C", "C", "O", "C", "H", "H", "H", "H", "H", "H", "H", "H", "H", "H", "C", "O", "C", "C", "O", "C", "H", "H", "H", "H", "H", "H", "H", "H", "H", "H", "C", "O", "C", "C", "O", "C", "H", "H", "H", "H", "H", "H", "H", "H", "H", "H", "C", "O", "C", "C", "O", "C", "H", "H", "H", "H", "H", "H", "H", "H", "H", "H", "C", "O", "C", "C", "O", "C", "H", "H", "H", "H", "H", "H", "H", "H", "H", "H"], "xyz": [[-6.186, -7.433, 0.963], [-7.708, 0.734, 3.904], [-0.383, -3.767, 7.624], [-5.228, -5.851, -6.393], [-4.404, -5.986, -7.414], [-4.630, -4.958, -5.607], [-6.356, -5.343, -6.902], [-5.612, -7.557, -5.585], [-4.306, -8.251, -5.629], [-5.991, -7.217, -4.185], [-6.714, -8.043, -6.356], [-1.384, -1.338, -0.001], [-0.895, -0.282, 0.652], [-1.970, -1.054, -1.149], [-0.421, -2.225, -0.356], [-2.537, -2.205, 1.311], [-2.800, -3.528, 0.831], [-1.873, -2.314, 2.590], [-3.730, -1.398, 1.368], [6.399, -5.945, -4.183], [5.482, -6.497, -5.172], [5.641, -5.978, -6.491], [4.731, -4.738, -6.748], [3.257, -4.885, -6.685], [2.715, -4.898, -5.393], [6.034, -6.026, -3.159], [6.577, -4.887, -4.374], [7.210, -6.674, -4.156], [5.394, -6.734, -7.236], [6.689, -5.747, -6.681], [5.006, -4.467, -7.767], [4.991, -3.824, -6.214], [3.454, -5.268, -4.682], [1.852, -5.564, -5.418], [2.307, -3.915, -5.157], [-9.176, 1.814, -0.161], [-10.225, 1.740, 0.816], [-10.819, 3.019, 1.131], [-11.961, 2.885, 2.052], [-11.502, 2.314, 3.262], [-12.527, 1.712, 4.148], [-8.219, 2.040, 0.310], [-9.302, 2.651, -0.848], [-9.220, 0.910, -0.767], [-11.234, 3.275, 0.156], [-10.042, 3.707, 1.465], [-12.810, 2.390, 1.581], [-12.231, 3.906, 2.319], [-11.943, 1.206, 4.916], [-13.193, 1.140, 3.502], [-13.147, 2.516, 4.544], [3.038, -4.772, 3.908], [3.102, -3.762, 4.894], [3.268, -2.394, 4.401], [3.476, -1.404, 5.530], [2.532, -1.511, 6.584], [2.636, -0.580, 7.635], [3.214, -5.728, 4.402], [3.722, -4.663, 3.066], [2.030, -4.991, 3.556], [2.506, -2.102, 3.678], [4.209, -2.323, 3.856], [3.536, -0.415, 5.076], [4.492, -1.693, 5.796], [1.696, -0.606, 8.187], [2.903, 0.413, 7.272], [3.508, -0.929, 8.188], [6.294, -0.065, -0.244], [7.224, -0.182, 0.883], [8.533, -0.613, 0.524], [9.054, -1.574, 1.612], [8.367, -2.778, 1.394], [9.171, -3.977, 1.445], [5.958, -1.093, -0.384], [6.808, 0.125, -1.186], [5.472, 0.593, 0.035], [9.152, 0.284, 0.543], [8.599, -1.180, -0.405], [8.781, -1.102, 2.556], [10.129, -1.741, 1.539], [9.941, -4.028, 0.675], [8.552, -4.839, 1.194], [9.674, -3.990, 2.412], [-4.651, 6.105, 5.129], [-4.250, 4.952, 4.519], [-2.953, 4.452, 4.867], [-1.745, 5.137, 4.354], [-1.621, 6.460, 4.960], [-0.560, 7.282, 4.452], [-5.616, 6.550, 4.883], [-3.922, 6.874, 4.878], [-4.671, 5.971, 6.211], [-2.821, 3.432, 4.505], [-2.899, 4.342, 5.950], [-1.812, 5.319, 3.282], [-0.880, 4.526, 4.614], [0.293, 6.622, 4.294], [-0.295, 8.156, 5.047], [-0.854, 7.857, 3.575], [1.549, 3.348, -6.369], [2.107, 4.571, -6.144], [1.511, 5.200, -4.998], [2.391, 6.533, -4.742], [1.562, 7.676, -4.488], [2.134, 8.973, -4.484], [1.514, 2.848, -5.401], [2.228, 2.804, -7.026], [0.587, 3.363, -6.881], [1.643, 4.469, -4.201], [0.451, 5.445, -5.059], [2.990, 6.891, -5.579], [3.113, 6.305, -3.957], [2.400, 9.322, -5.482], [3.013, 8.979, -3.840], [1.428, 9.691, -4.065]], "total_charge": 1, "orbital_gap_ev": 3.042, "homo_ev": -8.145}

[2]
{"formula": "C31H28BrN3OPPdS", "method": "ωB97M-V/def2-TZVPD", "symbols": ["Pd", "O", "N", "C", "C", "C", "C", "C", "C", "C", "P", "C", "C", "C", "C", "C", "C", "C", "C", "C", "C", "C", "C", "H", "H", "H", "H", "H", "H", "H", "H", "H", "H", "H", "H", "H", "H", "H", "H", "Br", "C", "C", "C", "C", "C", "C", "C", "C", "C", "C", "H", "H", "H", "H", "H", "H", "C", "N", "C", "N", "S", "H", "H", "H", "H", "H", "H"], "xyz": [[-0.258, 0.024, 0.188], [-2.019, -2.604, 0.879], [-0.768, -2.358, 0.366], [-0.160, -3.387, -0.079], [1.240, -3.567, -0.457], [1.604, -4.911, -0.632], [2.909, -5.282, -0.889], [3.891, -4.307, -0.977], [3.543, -2.977, -0.823], [2.229, -2.583, -0.574], [1.933, -0.786, -0.495], [3.349, -0.205, 0.479], [4.493, 0.369, -0.064], [5.534, 0.754, 0.768], [5.441, 0.559, 2.138], [4.306, -0.026, 2.682], [3.259, -0.398, 1.858], [2.251, -0.289, -2.216], [2.539, 1.043, -2.513], [2.711, 1.451, -3.824], [2.580, 0.537, -4.860], [2.281, -0.786, -4.576], [2.123, -1.200, -3.263], [-2.194, -3.563, 0.853], [-0.713, -4.332, -0.083], [0.847, -5.678, -0.545], [3.158, -6.327, -1.006], [4.920, -4.576, -1.170], [4.311, -2.220, -0.902], [4.586, 0.512, -1.133], [6.420, 1.204, 0.340], [6.255, 0.859, 2.783], [4.233, -0.188, 3.748], [2.377, -0.856, 2.287], [2.665, 1.769, -1.719], [2.951, 2.484, -4.036], [2.709, 0.856, -5.885], [2.175, -1.503, -5.378], [1.895, -2.238, -3.062], [0.571, 2.489, -0.031], [-1.148, 3.225, 0.327], [-1.295, 4.579, 0.346], [-2.576, 5.120, 0.564], [-3.644, 4.287, 0.726], [-3.494, 2.879, 0.690], [-4.618, 2.029, 0.801], [-4.459, 0.680, 0.701], [-3.175, 0.115, 0.542], [-2.043, 0.884, 0.471], [-2.204, 2.307, 0.505], [-0.447, 5.228, 0.177], [-2.702, 6.193, 0.581], [-4.638, 4.692, 0.868], [-5.598, 2.470, 0.932], [-5.317, 0.023, 0.747], [-3.104, -0.961, 0.507], [-1.458, 3.492, 4.138], [-0.614, 2.422, 3.648], [-1.020, 1.182, 3.389], [-2.293, 0.853, 3.614], [0.097, 0.027, 2.847], [-0.896, 4.420, 4.109], [-1.782, 3.311, 5.166], [-2.329, 3.614, 3.492], [0.375, 2.579, 3.532], [-2.989, 1.529, 3.879], [-2.595, -0.062, 3.326]], "total_charge": 1, "orbital_gap_ev": [6.990, 6.989], "homo_ev": [-10.231, -10.231]}

[3]
{"formula": "C4H4N2O2", "method": "ωB97M-V/def2-TZVPD", "symbols": ["O", "C", "N", "C", "C", "O", "C", "N", "H", "H", "H", "H"], "xyz": [[2.978, 0.396, -0.004], [2.052, -0.412, -0.289], [0.706, -0.148, -0.414], [-0.084, 1.010, -0.086], [-1.287, 1.066, 0.030], [-2.136, 0.034, -0.583], [-1.265, -1.101, 0.056], [-0.012, -1.187, 0.178], [2.372, -1.520, -0.727], [0.292, 2.056, 0.267], [-1.909, 1.855, 0.777], [-1.706, -2.049, 0.795]], "total_charge": 0, "orbital_gap_ev": 10.293, "smiles": "O=CN1C=COC=N1", "homo_ev": -9.797}

Q: Which energy relative to the best compared isomer or geometry (same formula, charge and spin) values were calculated for the entries above? A: 234.1; 0.0; 154.6, in kcal per mole.